Entry from OMol25: a structure of composition C28H56O31S4 (ωB97M-V with the def2-TZVPD basis set).

The value obtained for the energy above the lowest of the compared OMol25 structures with the same formula, charge and spin is 278.29 kJ/mol. Its HOMO energy is -10.36 eV.

```
! RIJCOSX wB97M-V def2-TZVPD def2/J DEFGRID3
* xyz 0 1
S -26.586 -2.134 -1.160
S -21.078 -10.990 -1.900
S -22.313 -11.851 -8.330
S -22.288 -7.445 -12.817
O -26.663 -7.240 -3.958
O -21.486 -6.719 -13.718
O -21.290 -8.217 -11.866
O -22.681 -12.547 -9.724
O -20.942 -11.640 -8.350
O -28.306 -6.192 -4.882
O -26.187 -3.689 -1.279
O -25.646 -1.284 -0.456
O -26.063 -7.285 -8.049
O -28.027 3.101 -6.453
O -21.818 -5.196 -2.828
O -27.130 -1.698 -2.405
O -26.248 -6.110 -9.821
O -22.573 -7.567 -5.587
O -22.286 -3.447 -4.142
O -22.949 -12.538 -7.182
O -23.002 -10.489 -8.565
O -20.916 -5.085 -4.919
O -23.762 -5.844 -6.139
O -22.814 -6.467 -11.730
O -21.947 -10.934 -0.747
O -22.098 -6.448 -7.502
O -20.069 -9.954 -2.127
O -23.385 -8.269 -13.166
O -29.693 4.374 -5.723
O -27.700 -2.413 -0.152
O -21.881 -11.126 -3.252
O -20.439 -12.416 -1.872
O -28.148 -6.147 -2.630
O -28.099 5.182 -7.071
O -25.297 -8.151 -9.976
C -25.889 -7.646 -2.812
C -21.659 -4.640 -4.029
C -26.789 5.116 -7.599
C -23.269 -11.522 -10.624
C -21.667 -12.455 -3.736
C -21.163 -6.441 -2.682
C -25.807 -7.259 -9.326
C -28.379 2.035 -5.501
C -25.839 -8.535 -7.369
C -25.449 -4.154 -6.535
C -26.940 -4.568 -0.402
C -29.419 -5.248 -4.894
C -20.830 -7.318 -10.883
C -28.676 4.249 -6.403
C -28.097 -3.737 -0.092
C -23.291 -3.062 -3.202
C -23.646 -1.676 -3.599
C -21.310 -8.307 -5.721
C -22.785 -6.587 -6.534
C -23.003 -10.182 -9.983
C -21.750 -6.038 -10.783
C -27.655 -6.451 -3.717
C -27.735 0.742 -5.814
C -25.963 -4.522 -11.622
C -26.242 -5.978 -11.276
C -20.325 -12.863 -3.205
C -24.015 -4.590 -6.804
C -29.885 -5.158 -6.340
H -29.435 1.875 -5.501
H -21.266 -8.823 -4.758
H -25.611 -3.215 -7.065
H -22.412 -13.148 -3.338
H -30.488 -4.311 -6.570
H -21.464 -6.958 -1.775
H -24.927 -4.260 -11.354
H -22.940 -3.208 -2.153
H -23.861 -4.845 -7.821
H -22.830 -0.999 -3.233
H -21.989 -9.874 -10.177
H -21.253 -5.104 -11.080
H -24.173 -3.745 -3.268
H -22.227 -5.933 -9.817
H -28.115 2.310 -4.464
H -26.495 -8.156 -2.107
H -26.164 -4.838 -6.922
H -27.154 -6.437 -11.656
H -25.011 -9.132 -7.757
H -24.512 -1.421 -2.991
H -28.411 -3.770 0.920
H -23.845 -1.534 -4.649
H -25.584 -8.365 -6.314
H -25.464 -6.781 -2.301
H -25.151 -8.333 -3.206
H -27.169 -5.440 -0.950
H -29.013 -4.864 -6.849
H -30.152 -5.752 -4.220
H -21.422 -8.971 -6.548
H -26.665 0.841 -5.823
H -23.801 -9.487 -10.163
H -26.454 6.180 -7.859
H -22.690 -11.497 -11.552
H -26.719 -9.155 -7.390
H -25.582 -3.893 -5.470
H -25.434 -6.593 -11.749
H -26.647 -3.874 -11.015
H -20.286 -13.934 -3.155
H -19.400 -12.470 -3.616
H -21.600 -12.402 -4.845
H -26.270 -4.783 0.475
H -26.214 4.704 -6.799
H -20.438 -7.686 -5.731
H -24.343 -11.709 -10.787
H -23.207 -3.944 -6.468
H -21.383 -7.072 -3.568
H -20.778 -7.836 -9.921
H -27.912 0.250 -6.777
H -26.704 4.462 -8.541
H -28.046 0.013 -5.058
H -19.742 -7.043 -11.105
H -29.105 -4.248 -4.615
H -30.332 -6.137 -6.655
H -20.083 -6.259 -2.588
H -29.002 -3.784 -0.781
H -26.150 -4.517 -12.676
*
```

***

Entry from OMol25: a structure of composition C28H56O56S14 (ωB97M-V with the def2-TZVPD basis set).

The value obtained for the energy above the lowest of the compared OMol25 structures with the same formula, charge and spin is 140.59 kJ/mol. Its HOMO energy is -10.96 eV.

```
! RIJCOSX wB97M-V def2-TZVPD def2/J DEFGRID3
* xyz 0 1
S -9.517 -20.878 19.475
S -7.094 -21.523 9.973
S -15.175 -22.774 16.474
S -11.378 -24.642 8.542
S -14.605 -19.690 6.165
S -10.691 -23.957 14.707
S -10.056 -15.420 18.055
S -6.429 -18.052 15.081
S -10.511 -18.334 10.645
S -15.609 -20.093 11.074
S -14.612 -27.961 12.601
S -5.227 -23.405 15.832
S -11.464 -26.771 17.841
S -7.985 -29.649 16.100
O -14.194 -20.308 11.281
O -11.848 -23.974 15.558
O -14.975 -26.373 12.281
O -8.898 -16.432 18.420
O -9.575 -14.091 18.154
O -7.057 -23.157 10.024
O -10.183 -20.408 20.655
O -11.296 -23.308 8.042
O -12.882 -25.317 8.421
O -9.910 -25.182 14.420
O -14.953 -22.071 15.123
O -5.761 -21.031 9.853
O -7.793 -21.172 11.173
O -10.415 -25.586 8.137
O -13.958 -20.015 4.923
O -9.850 -22.445 19.372
O -10.330 -18.863 9.326
O -11.750 -18.532 11.296
O -14.450 -27.796 14.168
O -16.521 -21.942 16.746
O -15.785 -18.967 9.940
O -16.239 -21.243 10.261
O -13.321 -28.283 12.066
O -9.409 -18.715 11.714
O -9.785 -22.755 15.198
O -13.924 -18.432 6.814
O -8.136 -20.654 19.293
O -11.055 -23.324 13.339
O -5.522 -18.720 16.256
O -7.426 -18.948 14.551
O -7.684 -28.720 14.845
O -6.365 -22.375 15.937
O -15.553 -24.107 16.055
O -10.713 -15.832 16.865
O -5.779 -24.694 15.741
O -10.233 -20.372 18.135
O -4.395 -22.917 14.802
O -6.770 -30.241 16.637
O -8.390 -28.484 17.067
O -11.545 -27.236 16.355
O -10.232 -26.046 18.027
O -16.001 -19.539 6.229
O -15.752 -28.668 12.288
O -14.196 -22.609 17.539
O -16.385 -19.654 12.198
O -4.633 -23.171 17.315
O -14.225 -20.751 7.254
O -5.245 -17.904 14.061
O -9.144 -30.470 15.969
O -7.922 -21.376 8.710
O -10.062 -16.723 10.630
O -11.378 -24.568 10.169
O -11.187 -28.217 18.486
O -6.877 -16.825 15.513
O -10.998 -15.712 19.317
O -12.806 -26.329 18.211
C -13.069 -26.074 9.574
C -5.721 -22.597 18.165
C -4.325 -19.005 14.223
C -11.764 -29.233 17.642
C -11.601 -28.740 16.221
C -7.518 -27.423 16.848
C -11.394 -21.318 17.858
C -17.065 -19.260 9.376
C -11.102 -22.673 18.564
C -9.918 -22.484 12.863
C -7.373 -23.704 8.740
C -12.587 -25.199 10.727
C -14.542 -26.402 14.631
C -7.514 -27.325 15.196
C -6.933 -22.396 17.243
C -8.985 -16.480 11.513
C -12.915 -20.401 7.841
C -10.752 -17.058 19.714
C -12.680 -18.894 7.409
C -8.952 -22.395 14.030
C -7.974 -22.549 7.885
C -16.948 -20.764 9.075
C -8.287 -17.852 11.636
C -15.285 -20.689 15.184
C -15.400 -25.696 13.525
C -4.278 -19.341 15.720
C -16.432 -20.676 16.203
C -9.226 -17.283 19.487
H -10.846 -23.456 17.943
H -14.357 -20.178 15.523
H -11.106 -30.096 17.776
H -16.141 -19.891 16.942
H -12.326 -25.782 11.584
H -8.399 -26.800 14.833
H -3.386 -18.672 13.775
H -12.156 -21.096 7.557
H -8.483 -15.594 11.120
H -8.081 -24.569 8.889
H -16.464 -26.097 13.610
H -5.966 -23.332 18.943
H -10.338 -21.458 12.816
H -7.279 -22.387 7.008
H -8.162 -23.183 14.049
H -8.598 -21.394 14.260
H -12.485 -29.024 15.631
H -11.906 -22.909 19.215
H -12.982 -20.493 8.940
H -8.580 -17.050 20.319
H -15.020 -26.457 15.603
H -5.307 -21.673 18.548
H -11.312 -17.754 19.128
H -13.607 -25.887 14.737
H -4.672 -19.702 13.524
H -15.341 -24.660 13.499
H -7.751 -18.030 10.736
H -12.282 -20.868 18.264
H -12.469 -26.942 9.547
H -17.850 -19.021 10.065
H -7.582 -23.243 17.305
H -17.119 -18.635 8.394
H -12.476 -18.190 8.230
H -13.210 -24.413 11.035
H -7.355 -21.474 17.404
H -11.490 -21.408 16.787
H -4.313 -20.376 15.956
H -8.889 -18.295 19.308
H -15.512 -20.271 14.133
H -6.503 -24.161 8.248
H -16.339 -21.062 8.264
H -17.878 -21.250 9.068
H -10.905 -17.192 20.765
H -9.007 -22.705 7.578
H -9.459 -16.247 12.460
H -9.598 -22.869 11.890
H -14.104 -26.381 9.644
H -17.371 -20.363 15.723
H -10.663 -29.138 15.744
H -3.469 -18.793 16.260
H -12.788 -29.410 17.928
H -7.683 -17.904 12.541
H -11.870 -18.644 6.702
H -6.515 -27.633 17.301
H -6.493 -27.079 14.870
H -7.964 -26.550 17.282
*
```

***

Entry from OMol25: a structure of composition C28H57BBrN5NbO6S (ωB97M-V with the def2-TZVPD basis set).

Its HOMO energy is -5.24 eV.

```
! RIJCOSX wB97M-V def2-TZVPD def2/J DEFGRID3
* xyz -1 1
Nb 0.470 0.510 -0.010
Br 3.404 3.156 -0.686
S 2.737 -2.165 2.185
O -1.819 -0.694 1.960
O -0.004 0.011 3.233
O -1.342 0.615 -0.872
O -4.500 0.334 0.188
O 3.870 0.967 -2.290
O 0.044 3.015 3.008
N 1.538 -3.507 7.132
N 0.978 4.201 -6.665
N -3.526 1.409 -2.020
N 1.127 -4.283 -1.702
N 2.383 0.271 0.963
C -1.048 2.823 -5.911
C 2.042 3.829 -5.744
C -5.438 1.148 -0.474
C 1.534 1.270 -1.969
C -0.419 -0.935 4.220
C -5.584 2.518 0.192
C 0.176 4.183 -9.016
C 2.331 -4.071 8.206
C 0.900 3.144 1.861
C 1.121 3.600 -7.976
C 2.027 -3.762 5.786
C -0.362 4.183 -6.106
C 2.153 2.358 -5.332
C 0.060 -2.718 -0.305
C -0.457 -5.108 7.320
C 1.704 -1.959 -1.724
C 2.504 -0.788 1.450
C 0.771 -1.634 -0.757
C 1.816 -3.250 -2.148
C 0.237 -3.988 -0.763
C -4.978 1.372 -1.950
C -1.616 -0.213 -1.990
C 2.184 -5.223 5.341
C 0.210 2.676 0.569
C 0.110 -3.682 7.325
C 2.936 1.562 -1.811
C 3.796 -3.664 8.152
C -2.891 0.330 -2.758
B -0.559 -0.125 1.988
H -0.469 3.822 3.011
H 2.838 -5.273 4.468
H -0.696 2.313 -5.015
H 2.145 3.781 -8.315
H -6.407 0.649 -0.491
H -1.876 -1.203 -1.627
H -0.513 -5.520 6.314
H -1.456 -0.813 4.515
H 2.628 -5.850 6.117
H -0.704 -2.565 0.445
H 0.190 -0.752 5.100
H 1.099 4.215 1.753
H 2.353 -1.216 -2.153
H 1.234 -5.666 5.047
H 1.917 -3.709 9.152
H -5.515 2.414 1.271
H 1.387 2.084 -4.612
H -0.860 2.848 0.699
H -0.799 -0.234 -2.704
H -6.537 2.951 -0.081
H 1.953 4.442 -4.843
H 0.557 3.323 -0.233
H 0.126 -5.788 7.942
H -1.003 4.797 -6.745
H 1.860 2.682 2.046
H 0.301 5.264 -9.098
H -2.126 2.965 -5.793
H -0.343 4.712 -5.150
H -3.257 2.288 -2.434
H 2.992 4.128 -6.198
H 4.300 -4.060 7.271
H 3.902 -2.579 8.155
H -4.169 0.812 0.949
H 2.093 1.679 -6.184
H -5.428 0.578 -2.547
H -0.415 -3.091 6.569
H -1.475 -5.098 7.716
H -0.150 -3.218 8.282
H 0.991 2.507 -7.953
H 4.317 -4.059 9.026
H -2.586 0.619 -3.763
H 1.382 -3.241 5.077
H 3.115 2.184 -4.847
H -0.900 2.156 -6.762
H 2.542 -3.456 -2.928
H -3.580 -0.500 -2.851
H 1.382 0.600 -2.805
H 2.271 -5.171 8.241
H -4.757 3.139 -0.140
H 1.062 2.233 -2.155
H -0.198 -1.939 3.868
H -2.100 -0.861 1.056
H -0.360 -4.794 -0.359
H -5.391 2.312 -2.306
H 0.388 3.741 -9.991
H 2.996 -3.270 5.680
H -0.869 3.970 -8.787
*
```

***

Entry from OMol25: a cluster of 5 separate species, C28H57BClIN2O12P in total (ωB97M-V with the def2-TZVPD basis set).

The value obtained for the energy above the lowest of the compared OMol25 structures with the same formula, charge and spin is 0.00 kJ/mol. Its HOMO energy is -3.93 eV.

```
! RIJCOSX wB97M-V def2-TZVPD def2/J DEFGRID3
* xyz -1 1
I 1.110 -2.052 4.267
Cl -0.923 -0.762 -1.013
P -1.006 -0.273 1.267
O -5.257 -2.650 -4.092
O -6.983 4.445 -4.286
O -1.557 -1.291 4.985
O 5.439 -2.500 5.956
O 4.932 0.857 1.342
O 9.450 0.886 -1.097
O 3.750 -2.938 7.285
O -3.408 -1.321 2.638
O 8.454 -0.586 -2.382
O 4.974 -0.807 -0.174
O -6.200 2.773 -5.461
O -6.126 -0.945 -3.021
N -4.396 1.556 0.714
N -3.257 -2.196 0.348
C 2.590 -1.837 9.125
C -4.547 -1.733 -0.151
C 5.774 -1.871 8.218
C 4.994 -2.471 7.067
C 6.205 -1.989 1.616
C -6.489 3.936 -5.432
C -3.321 1.579 1.419
C 1.903 -0.201 0.911
C -1.948 1.449 0.877
C 9.470 0.257 -2.116
C -7.733 0.845 -3.480
C -3.361 -3.550 0.906
C 3.197 -3.116 8.587
C 4.382 0.229 0.465
C -5.469 -0.663 -5.378
C -0.998 0.142 3.183
C 9.102 -2.540 -3.695
C -7.206 5.841 -4.084
C 8.298 -1.257 -3.632
C -6.373 4.818 -6.654
C -8.554 6.286 -4.614
C -0.773 -0.958 4.166
C 0.631 0.669 0.938
C 6.272 -1.179 0.308
C -5.582 -1.494 -4.120
C 10.640 0.333 -3.073
C 2.967 0.469 -0.008
C -6.397 0.454 -2.889
B -2.711 -1.324 1.423
H 11.022 1.351 -3.054
H 6.828 -2.083 8.054
H -7.920 1.903 -3.303
H -1.343 2.241 1.349
H 6.565 -1.410 2.475
H 8.525 -0.586 -4.462
H -6.250 5.876 -6.435
H 6.705 -1.800 -0.487
H 10.396 0.083 -4.103
H -1.966 0.544 3.506
H -5.209 1.640 1.326
H -0.235 0.906 3.400
H 2.117 -2.019 10.091
H 2.800 1.552 -0.054
H -6.393 0.630 -1.814
H 5.499 -2.255 9.198
H -5.509 4.488 -7.224
H 5.187 -2.341 1.817
H 2.418 -3.866 8.455
H -6.344 -0.859 -5.998
H 8.911 -3.061 -4.634
H -1.966 1.644 -0.203
H 6.854 -2.872 1.537
H 8.824 -3.195 -2.870
H -9.349 5.700 -4.154
H -2.485 -3.784 1.531
H -7.267 4.682 -7.262
H 1.664 -1.196 0.524
H -3.400 1.689 2.516
H 2.320 -0.252 1.923
H 3.937 -3.544 9.267
H 6.925 -0.308 0.417
H -4.388 -0.883 -0.822
H -8.720 7.340 -4.388
H 0.514 1.071 -0.077
H -3.389 -4.291 0.096
H 0.757 1.532 1.605
H -8.627 6.152 -5.694
H 3.341 -1.057 9.252
H 11.419 -0.340 -2.719
H -7.766 0.670 -4.555
H -4.274 -0.906 2.549
H -7.170 5.972 -3.003
H -5.279 -1.492 0.643
H -8.537 0.262 -3.024
H -4.580 -0.988 -5.913
H 2.873 0.080 -1.029
H -4.994 -2.531 -0.763
H -6.384 6.426 -4.500
H -5.582 1.045 -3.304
H 7.235 -1.484 -3.692
H -4.251 -3.680 1.549
H -0.263 -1.521 1.495
H 10.173 -2.349 -3.620
H -5.393 0.407 -5.207
H 5.628 -0.792 8.205
H 1.838 -1.463 8.430
*
```